Entry A
Formula: C3H8N2O2S
Source: the Open Molecules 2025 dataset
Level of theory: wB97M-V/def2-TZVPD

Computed properties:
HOMO-LUMO gap	0.36920	Ha

Each line ends with the Mulliken charge.
Positions of all 16 atoms, in Å:
S (1.92, -1.40, -0.18)  -0.14
O (1.66, 1.77, -0.93)  -0.63
O (0.53, 2.07, 0.88)  -0.51
N (-1.95, -0.27, -0.84)  -0.54
N (-0.05, -0.26, 1.49)  -0.59
C (0.53, -0.13, 0.19)  0.49
C (0.99, 1.29, -0.03)  0.40
C (-0.55, -0.60, -1.17)  -0.94
H (0.54, -0.62, 2.23)  0.24
H (2.51, -0.75, 0.85)  0.14
H (-0.82, -0.84, 1.47)  0.22
H (-2.64, -0.64, -1.52)  0.24
H (-2.10, 0.76, -0.89)  0.22
H (0.01, 1.45, 1.53)  0.49
H (0.01, -0.08, -1.90)  0.47
H (-0.60, -1.75, -1.18)  0.43



Entry B
Formula: C3H8N2O2S
Source: the Open Molecules 2025 dataset
Level of theory: wB97M-V/def2-TZVPD

Computed properties:
HOMO-LUMO gap	0.33455	Ha

Each line ends with the Mulliken charge.
Positions of all 16 atoms, in Å:
S (0.68, 2.21, -0.53)  -0.20
O (1.19, -1.23, 0.89)  -0.43
O (-2.06, -1.58, -0.65)  -0.35
N (1.39, -0.06, 0.09)  0.26
N (-1.99, -0.84, 0.49)  -0.13
C (-2.81, 0.09, 0.74)  -0.39
C (0.47, 0.84, 0.32)  -0.24
C (2.70, -0.17, -0.55)  -0.96
H (3.47, 0.53, -0.28)  0.35
H (0.27, -1.14, 0.97)  0.44
H (2.62, -0.19, -1.61)  0.35
H (-3.32, 0.72, 0.00)  0.28
H (-2.66, -1.35, -1.39)  0.31
H (-0.33, 2.85, -0.03)  0.12
H (-2.81, 0.41, 1.80)  0.26
H (3.18, -1.11, -0.25)  0.33



Most favorable first, least favorable last: entry A, entry B



Entry A
Formula: CH3N4S
Source: the Open Molecules 2025 dataset
Level of theory: wB97M-V/def2-TZVPD

Computed properties:
HOMO-LUMO gap	0.27523	Ha
net charge	-1

Each line ends with the Mulliken charge.
Positions of all 9 atoms, in Å:
S (-3.14, -0.18, 0.08)  -0.58
N (-1.54, 0.00, -0.29)  0.64
N (-0.96, 1.20, -0.45)  -0.33
N (0.34, 1.01, -0.71)  -0.37
N (-0.68, -0.96, -0.53)  -0.55
C (0.46, -0.36, -0.89)  -0.09
H (2.14, 0.34, 1.98)  0.20
H (2.02, -0.12, 1.47)  -0.20
H (1.38, -0.95, -0.65)  0.29



Entry B
Formula: CH3N4S
Source: the Open Molecules 2025 dataset
Level of theory: wB97M-V/def2-TZVPD

Computed properties:
HOMO-LUMO gap (alpha / beta)	0.27656 / 0.16263	Ha
net charge	-1

Each line ends with the Mulliken charge.
Positions of all 9 atoms, in Å:
S (0.97, 1.29, 2.41)  -0.47
N (0.11, 1.11, -0.02)  -0.51
N (0.43, -1.09, -0.27)  -0.29
N (0.75, -0.82, 0.88)  -0.14
N (0.60, 0.62, 1.04)  0.59
C (-0.10, 0.05, -0.93)  -0.53
H (0.45, 0.44, -1.86)  0.23
H (-2.04, -1.70, -0.16)  -0.19
H (-1.16, 0.09, -1.10)  0.32



Most favorable first, least favorable last: entry A, entry B



Entry A
Formula: C5H14NO2
Source: the Open Molecules 2025 dataset
Level of theory: wB97M-V/def2-TZVPD

Computed properties:
HOMO-LUMO gap	0.25376	Ha
net charge	-1

Each line ends with the Mulliken charge.
Positions of all 22 atoms, in Å:
O (1.77, 3.18, -0.01)  -0.70
O (0.99, 1.56, 1.92)  -0.91
N (-1.66, 1.00, 1.41)  -0.80
C (0.35, -1.89, -1.99)  -1.38
C (-1.17, -0.63, -0.32)  -1.06
C (-0.64, 0.61, 0.42)  0.50
C (0.74, 0.43, 1.22)  -1.02
C (-0.24, -1.83, -0.59)  -0.13
H (-1.62, 1.99, 1.60)  0.30
H (-1.67, -0.31, -1.24)  0.40
H (1.51, 0.24, 0.45)  0.14
H (1.30, -2.41, -2.03)  0.37
H (-0.40, -2.18, -2.74)  0.37
H (0.49, -0.89, -2.43)  0.33
H (1.09, 2.74, 0.61)  0.40
H (2.34, 2.41, -0.08)  0.30
H (0.71, -1.60, -0.05)  0.12
H (-0.57, 1.42, -0.33)  0.43
H (0.42, -0.44, 1.88)  0.43
H (-1.96, -1.17, 0.24)  0.18
H (-1.31, 0.61, 2.29)  0.34
H (-0.49, -2.83, -0.23)  0.42



Entry B
Formula: C5H14NO2
Source: the Open Molecules 2025 dataset
Level of theory: wB97M-V/def2-TZVPD

Computed properties:
HOMO-LUMO gap	0.28791	Ha
net charge	-1

Each line ends with the Mulliken charge.
Positions of all 22 atoms, in Å:
O (2.18, -1.79, 0.39)  -0.87
O (0.23, -1.38, 1.76)  -0.71
N (-0.52, -0.18, -0.92)  -0.43
C (-1.38, 1.24, 1.13)  -1.35
C (0.54, 0.82, -1.02)  -0.08
C (-1.07, -1.15, 1.40)  -0.91
C (1.46, 0.54, -2.20)  -1.46
C (-1.37, -0.04, 0.28)  0.26
H (-0.99, 2.09, 0.54)  0.41
H (-2.45, 1.54, 1.38)  0.31
H (-0.16, -1.12, -1.00)  0.34
H (2.69, -1.06, 0.75)  0.21
H (-0.04, 1.76, -1.21)  0.32
H (1.18, 0.95, -0.12)  0.22
H (-0.85, 1.17, 2.09)  0.29
H (1.15, -1.64, 1.01)  0.36
H (-1.52, -2.12, 1.08)  0.34
H (-1.77, -0.86, 2.21)  0.41
H (0.94, 0.54, -3.16)  0.33
H (1.92, -0.44, -2.06)  0.37
H (2.25, 1.27, -2.28)  0.38
H (-2.41, -0.13, -0.05)  0.25



Most favorable first, least favorable last: entry B, entry A



Entry A
Formula: C4H7O2
Source: the Open Molecules 2025 dataset
Level of theory: wB97M-V/def2-TZVPD

Computed properties:
HOMO-LUMO gap	0.34608	Ha
net charge	+1

Each line ends with the Mulliken charge.
Positions of all 13 atoms, in Å:
O (-0.22, -0.23, 0.97)  -0.18
O (-1.51, -0.09, -0.99)  -0.26
C (1.59, 0.29, -1.62)  -0.33
C (0.81, 1.24, -0.87)  -0.60
C (-0.71, 0.02, -0.15)  0.78
C (-1.05, -1.01, 1.86)  -0.62
H (-2.05, -0.43, 2.17)  0.32
H (2.18, -0.52, -1.21)  0.30
H (-0.36, -1.19, 2.68)  0.26
H (1.04, 1.56, 0.14)  0.39
H (0.26, 1.79, -1.63)  0.32
H (-1.58, -1.78, 1.28)  0.34
H (1.60, 0.36, -2.63)  0.28



Entry B
Formula: C4H7O2
Source: the Open Molecules 2025 dataset
Level of theory: wB97M-V/def2-TZVPD

Computed properties:
HOMO-LUMO gap	0.33247	Ha
net charge	+1

Each line ends with the Mulliken charge.
Positions of all 13 atoms, in Å:
O (-0.52, -0.20, -0.85)  -0.11
O (0.24, -2.58, 1.43)  -0.36
C (-0.73, -0.51, 2.11)  -0.96
C (0.02, -1.46, 1.18)  0.48
C (0.36, -0.59, -0.07)  0.14
C (-0.51, 0.75, -1.91)  -0.60
H (1.31, -0.12, -0.22)  0.39
H (-1.35, 0.59, -2.57)  0.28
H (0.50, 0.97, -2.21)  0.34
H (-0.65, 0.55, 1.79)  0.38
H (-0.45, -0.79, 3.19)  0.34
H (-0.83, 1.66, -1.40)  0.34
H (-1.74, -0.89, 2.12)  0.33



Most favorable first, least favorable last: entry B, entry A



Entry A
Formula: C4H6Cl2O
Source: the Open Molecules 2025 dataset
Level of theory: wB97M-V/def2-TZVPD

Computed properties:
HOMO-LUMO gap	0.38057	Ha

Each line ends with the Mulliken charge.
Positions of all 13 atoms, in Å:
Cl (2.00, 1.00, 0.32)  -0.21
Cl (-2.28, 0.29, 0.84)  -0.17
O (0.75, -2.22, 0.61)  -0.45
C (0.53, -1.10, 0.97)  -0.02
C (-0.71, 1.08, 0.55)  -0.69
C (0.09, -0.34, -1.41)  -1.21
C (0.27, 0.05, 0.03)  0.60
H (0.63, -1.26, -1.62)  0.35
H (-0.38, 1.51, 1.50)  0.40
H (-0.86, 1.88, -0.18)  0.36
H (-0.98, -0.52, -1.56)  0.33
H (0.51, -0.82, 2.04)  0.35
H (0.41, 0.44, -2.09)  0.35



Entry B
Formula: C4H6Cl2O
Source: the Open Molecules 2025 dataset
Level of theory: wB97M-V/def2-TZVPD

Computed properties:
HOMO-LUMO gap	0.35748	Ha

Each line ends with the Mulliken charge.
Positions of all 13 atoms, in Å:
Cl (2.59, 0.98, -0.54)  -0.20
Cl (1.97, -2.02, 0.17)  -0.12
O (0.94, 1.44, 1.40)  -0.51
C (0.30, -1.59, 0.28)  -0.53
C (-1.47, 0.63, -0.17)  -1.23
C (0.99, 0.96, 0.29)  0.64
C (-0.01, 0.34, -0.51)  -0.36
H (-2.33, 0.22, -0.62)  0.40
H (-1.65, 1.70, -0.39)  0.34
H (-1.60, 0.59, 0.87)  0.33
H (0.37, 0.34, -1.48)  0.47
H (0.03, -1.41, 1.26)  0.42
H (-0.12, -2.19, -0.56)  0.35



Most favorable first, least favorable last: entry A, entry B



Entry A
Formula: CH3O3PS
Source: the Open Molecules 2025 dataset
Level of theory: wB97M-V/def2-TZVPD

Computed properties:
HOMO-LUMO gap (alpha / beta)	0.27527 / 0.27531	Ha

Each line ends with the Mulliken charge.
Positions of all 9 atoms, in Å:
S (0.21, 0.86, 0.16)  0.23
P (2.31, 0.16, -0.02)  0.41
O (-0.50, -0.10, -1.01)  -0.28
O (2.54, -1.25, 0.21)  -0.48
O (-1.35, 0.31, 0.92)  -0.42
C (-1.73, -0.24, -0.33)  0.01
H (-1.91, -1.26, -0.09)  0.25
H (-2.37, 0.45, -0.84)  0.23
H (2.79, 1.07, 1.01)  0.05



Entry B
Formula: CH3O3PS
Source: the Open Molecules 2025 dataset
Level of theory: wB97M-V/def2-TZVPD

Computed properties:
HOMO-LUMO gap	0.22784	Ha

Each line ends with the Mulliken charge.
Positions of all 9 atoms, in Å:
S (-0.10, -1.03, 2.57)  -0.33
P (1.44, -0.76, 1.42)  0.26
O (0.29, 1.46, 0.10)  -0.38
O (-1.00, -0.43, -0.54)  -0.47
O (0.84, -0.07, -1.69)  -0.43
C (0.15, 0.25, -0.51)  0.43
H (-1.27, -0.67, 0.30)  0.30
H (0.13, -0.48, -2.23)  0.30
H (-0.48, 1.73, 0.56)  0.33



Most favorable first, least favorable last: entry B, entry A